(1)
Density functional theory data (ωB97M-V/def2-TZVPD) for a structure of composition C4H17HfNP.

The calculation puts the LUMO energy at -4.3 eV. Its HOMO-LUMO gap is 8.66 eV. The value obtained for the total energy is -606.381994 hartree. The value obtained for the HOMO energy is -0.477 Eh. Its energy relative to the best compared isomer or geometry (same formula, charge and spin) is 0.0 kJ/mol. The net charge is +1.

Geometry (Å):
C: 1.15754 -0.30712 -2.69758
Hf: -0.77880 -0.18244 -1.56322
N: -2.85798 -0.88536 -0.43249
H: -1.42245 -1.33540 -2.65151
H: -2.89768 -1.90502 -0.20381
H: -1.24223 1.33369 -2.14123
H: 0.81231 -0.31326 -3.73346
H: 1.77355 -1.22126 -2.55294
H: 1.81499 0.55669 -2.58808
H: -3.03679 -0.36617 0.43717
H: -3.63603 -0.69901 -1.07901
C: 0.62181 1.86822 1.91722
P: 0.31266 0.52515 0.71613
C: 2.05876 0.04905 0.45248
C: -0.40345 -0.67703 1.89722
H: 1.17155 2.71023 1.46784
H: 1.22080 1.47575 2.76147
H: -0.31499 2.28745 2.31784
H: 2.58191 -0.01697 1.41957
H: 2.12167 -0.94522 -0.00957
H: 2.55361 0.80849 -0.17839
H: 0.28727 -0.79783 2.74481
H: -1.37203 -0.30019 2.27921
H: -0.52599 -1.66243 1.42033


(2)
Density functional theory data (ωB97M-V/def2-TZVPD) for a cluster of 16 separate species, C87H219N13O29 in total.

The calculation puts the LUMO energy at 0.6 eV. Its HOMO-LUMO gap is 8.85 eV. The value obtained for the total energy is -6339.143302 hartree. The value obtained for the HOMO energy is -0.305 Eh. Its energy relative to the best compared isomer or geometry (same formula, charge and spin) is 253.9 kJ/mol. The net charge is 0.

Geometry (Å):
C: 0.10302 2.36470 4.58075
C: 0.07901 2.33283 3.05903
C: -1.17544 2.90988 2.40174
O: 1.24439 3.06772 2.58626
H: -0.79792 1.86739 4.96116
H: 0.04463 3.41084 5.01511
H: 0.92852 1.83599 4.96718
H: 0.20902 1.25748 2.78233
H: -2.06566 2.32803 2.62336
H: -1.02847 2.91375 1.34765
H: -1.26264 3.99781 2.63782
H: 1.81298 2.46970 2.05975
C: 6.82427 6.22458 3.23619
C: 6.71174 4.95434 4.02133
C: 6.70942 5.21056 5.51731
O: 5.53999 4.30179 3.60332
H: 6.81188 6.07338 2.10988
H: 7.72621 6.78846 3.51128
H: 5.97690 6.90830 3.44326
H: 7.62362 4.29853 3.70926
H: 7.57107 5.80124 5.69964
H: 6.73080 4.30924 6.15510
H: 5.90703 5.87960 5.72591
H: 5.15831 3.66958 4.28377
C: 0.23566 5.38918 -0.81630
C: 0.00314 4.30495 -1.91844
C: -1.01966 4.75317 -2.91494
O: 1.18799 3.97343 -2.66636
H: 0.84879 4.92173 -0.05848
H: -0.72356 5.69870 -0.35575
H: 0.69159 6.31454 -1.29177
H: -0.39039 3.40710 -1.45111
H: -1.92059 5.03925 -2.40047
H: -1.24214 3.95846 -3.59564
H: -0.64793 5.64489 -3.48839
H: 1.95115 4.04164 -2.07053
C: -3.05244 6.50320 3.36448
O: -2.67255 6.27189 2.05314
C: -3.61099 6.78032 0.99942
C: -4.22165 5.55506 0.33346
N: -3.20086 4.61564 -0.07527
C: -3.74558 3.54475 -0.82763
C: -4.94900 2.81378 -0.28869
O: -4.67114 1.97235 0.84280
C: -5.85704 1.42547 1.38830
H: -3.03075 7.50516 3.58832
H: -2.36466 5.92568 4.01720
H: -4.02873 6.13645 3.50790
H: -2.97223 7.37552 0.32792
H: -4.39659 7.44542 1.49640
H: -4.78094 5.88307 -0.55000
H: -4.93048 5.17367 1.06092
H: -2.71321 4.30423 0.78045
H: -2.93808 2.94125 -1.07594
H: -4.12409 3.90470 -1.75364
H: -5.40911 2.17211 -1.00537
H: -5.80937 3.52224 -0.00055
H: -5.73788 0.89933 2.33063
H: -6.35233 0.72273 0.69791
H: -6.55932 2.22443 1.55397
C: 1.76216 -0.25294 -5.40375
O: 0.66186 0.50312 -5.92513
C: 0.60736 1.84606 -5.50649
C: -0.66767 2.39128 -6.26158
N: -1.74753 1.47007 -6.39322
C: -2.79960 1.84038 -7.32417
C: -2.33900 1.58172 -8.73626
O: -2.32752 0.19331 -9.02899
C: -1.38200 -0.24110 -9.98776
H: 1.85784 -0.23183 -4.33978
H: 2.71374 0.10088 -5.73540
H: 1.57973 -1.26521 -5.61573
H: 1.51222 2.42313 -5.78941
H: 0.57979 1.98935 -4.38440
H: -0.20846 2.54309 -7.24690
H: -1.16895 3.30019 -5.84930
H: -1.40775 0.54764 -6.67825
H: -3.16410 2.79282 -7.08511
H: -3.64719 1.19943 -7.03783
H: -1.27786 1.83495 -8.82191
H: -2.90590 2.16921 -9.51164
H: -1.16598 -1.35329 -9.81395
H: -0.50977 0.37999 -10.10113
H: -1.78937 -0.27015 -10.98606
C: 5.14930 -2.15651 2.22803
O: 4.39628 -1.10861 1.76276
C: 4.83224 0.19230 2.14386
C: 3.95737 0.78003 3.21116
N: 4.20008 0.07917 4.45936
C: 3.64499 0.53740 5.71653
C: 4.60085 1.59834 6.33208
O: 4.39453 2.89251 5.86489
C: 3.33320 3.57270 6.49779
H: 4.69395 -3.16986 2.15369
H: 5.46737 -1.99634 3.27072
H: 6.05995 -2.11141 1.56651
H: 4.89813 0.78174 1.22900
H: 5.80623 0.18417 2.61021
H: 2.90793 0.83412 2.86777
H: 4.31459 1.80981 3.44789
H: 4.00551 -0.92589 4.39884
H: 3.53373 -0.36019 6.28383
H: 2.61315 0.95268 5.68088
H: 5.62698 1.36024 5.98652
H: 4.63401 1.50253 7.42030
H: 3.57441 3.61585 7.62106
H: 2.32472 3.03538 6.24461
H: 3.37251 4.59611 6.11716
C: -2.15489 7.36747 7.69165
O: -1.07478 7.48193 6.80067
C: -0.72903 8.83682 6.48944
C: 0.43553 8.95249 5.49116
N: 1.72719 8.63898 6.05536
C: 2.90480 8.71687 5.26888
C: 2.93365 7.80677 4.08430
O: 2.73802 6.51139 4.52059
C: 2.17630 5.61860 3.54621
H: -1.91218 7.50211 8.77103
H: -2.52185 6.39286 7.46585
H: -3.00917 8.05062 7.41158
H: -0.58073 9.31824 7.39364
H: -1.62033 9.34358 6.01489
H: 0.53086 10.00068 5.22135
H: 0.21438 8.37992 4.56344
H: 1.67972 7.65854 6.39097
H: 3.72752 8.40909 5.95391
H: 3.10334 9.70263 4.85337
H: 3.93422 7.97168 3.63842
H: 2.16997 8.11638 3.37314
H: 1.20612 5.99210 3.17767
H: 2.03381 4.68277 4.09186
H: 2.89337 5.38467 2.75720
C: 0.78779 -2.97436 -3.27892
O: 1.88668 -2.58241 -2.50511
C: 2.72968 -3.70449 -2.20505
C: 3.94062 -3.18842 -1.47453
N: 4.69234 -2.19670 -2.25264
C: 5.48487 -1.21971 -1.46710
C: 6.09194 -0.27018 -2.43274
O: 5.19648 0.58866 -3.13045
C: 5.86765 1.58837 -3.99473
H: 0.17691 -2.12462 -3.48202
H: 0.21489 -3.78016 -2.81325
H: 1.15444 -3.35784 -4.23919
H: 3.03421 -4.11638 -3.18823
H: 2.24595 -4.46304 -1.59518
H: 4.55728 -3.94222 -1.11671
H: 3.53023 -2.68176 -0.57300
H: 4.04574 -1.63721 -2.78395
H: 6.35888 -1.74302 -1.05440
H: 4.92941 -0.71922 -0.69045
H: 6.51357 -0.89631 -3.22032
H: 6.87556 0.31749 -1.85432
H: 4.99608 2.11471 -4.38130
H: 6.38835 1.09687 -4.90456
H: 6.55016 2.22991 -3.38045
C: 1.39677 -1.86954 3.31120
O: 2.33736 -2.52922 4.20952
C: 1.84626 -3.59604 4.93940
C: 1.36209 -4.72670 4.10847
N: 2.36297 -5.39921 3.29925
C: 3.62992 -5.58113 3.94320
C: 4.58025 -6.21277 2.92422
O: 5.78236 -6.62221 3.48553
C: 6.76117 -6.85629 2.43551
H: 2.07224 -1.31420 2.65324
H: 0.67839 -1.26005 3.90961
H: 0.89826 -2.57051 2.69731
H: 0.94659 -3.21906 5.46514
H: 2.58291 -3.86511 5.73589
H: 0.60074 -4.38314 3.43390
H: 0.88503 -5.48114 4.84732
H: 2.04961 -6.35909 3.07751
H: 3.53849 -6.26098 4.83892
H: 4.01945 -4.61258 4.22899
H: 4.64992 -5.48324 2.10487
H: 4.02906 -7.03502 2.44986
H: 7.62466 -7.38057 2.91126
H: 7.18787 -5.95094 2.02349
H: 6.46906 -7.46067 1.54845
C: -4.29145 -2.42962 -8.37948
O: -4.66562 -3.08140 -7.23703
C: -5.43471 -2.34542 -6.27375
C: -5.50026 -3.16947 -5.00636
N: -6.51130 -2.52908 -4.15954
C: -6.20914 -1.20945 -3.72757
C: -5.01489 -1.14517 -2.85894
O: -5.31843 -1.92572 -1.70651
C: -4.41167 -1.76319 -0.61837
H: -3.43444 -1.76942 -8.28124
H: -5.11355 -1.90123 -8.88667
H: -3.98529 -3.25224 -9.00346
H: -6.49094 -2.19877 -6.62711
H: -4.99083 -1.35461 -6.07795
H: -4.55426 -3.10586 -4.46957
H: -5.82768 -4.19275 -5.24323
H: -6.56408 -3.03689 -3.25396
H: -7.03057 -0.79222 -3.12842
H: -6.16029 -0.56106 -4.63412
H: -4.83351 -0.06790 -2.51763
H: -4.11672 -1.47813 -3.31839
H: -4.21438 -0.73145 -0.23873
H: -3.40243 -2.21691 -0.83415
H: -4.85254 -2.21180 0.24807
C: -5.48710 -5.51253 -1.01185
O: -6.15879 -5.90969 -2.17547
C: -5.62994 -7.09405 -2.74982
C: -4.90208 -6.80992 -4.12618
N: -3.62453 -5.96545 -3.94112
C: -2.71357 -5.96005 -5.04633
C: -1.58101 -4.97741 -4.79234
O: -1.96450 -3.60496 -4.61526
C: -1.97833 -2.88911 -5.87587
H: -6.20241 -5.03297 -0.33358
H: -4.70664 -4.72687 -1.18821
H: -4.91232 -6.27790 -0.40378
H: -6.45991 -7.79670 -2.76374
H: -4.82909 -7.49746 -2.12260
H: -5.52257 -6.29672 -4.85519
H: -4.59738 -7.71517 -4.61637
H: -3.94910 -4.96825 -3.86652
H: -3.18897 -5.57385 -5.93103
H: -2.15380 -6.91954 -5.12057
H: -0.86196 -4.98345 -5.58368
H: -1.13556 -5.33383 -3.78140
H: -2.44211 -1.91399 -5.62015
H: -2.48335 -3.34073 -6.75098
H: -0.93822 -2.72096 -6.10775
C: -0.87443 -4.41505 0.52272
O: -1.78673 -5.32974 0.05427
C: -1.16365 -6.50852 -0.34029
C: -2.13484 -7.61706 -0.45893
N: -2.76794 -7.93145 0.82013
C: -3.77898 -8.96025 0.69005
C: -4.37119 -9.36030 2.01570
O: -5.15312 -8.27398 2.39858
C: -5.93591 -8.40988 3.61058
H: -1.39982 -3.44693 0.73507
H: -0.11581 -4.19854 -0.23817
H: -0.45954 -4.85997 1.42768
H: -0.40745 -6.83885 0.42795
H: -0.65239 -6.41227 -1.30322
H: -1.55065 -8.50117 -0.76218
H: -2.87498 -7.34381 -1.23497
H: -3.24149 -7.09783 1.18381
H: -3.21076 -9.90868 0.28044
H: -4.54759 -8.65516 -0.01624
H: -3.65777 -9.55058 2.82005
H: -4.95154 -10.20463 1.86162
H: -5.33222 -8.76662 4.45647
H: -6.79194 -9.02043 3.41231
H: -6.14886 -7.40234 3.84826
C: -1.87921 -0.63124 2.09363
O: -2.15279 -0.82081 3.46282
C: -2.84654 -2.01866 3.90722
C: -2.62009 -2.29596 5.38869
N: -3.40077 -3.39474 5.84948
C: -2.89608 -4.69388 5.45954
C: -3.69315 -5.75542 6.07308
O: -3.50003 -5.74836 7.46261
C: -4.47112 -6.55294 8.12073
H: -1.57215 -1.60587 1.67385
H: -1.11881 0.05954 2.08346
H: -2.66844 -0.26332 1.50365
H: -2.48475 -2.79855 3.30987
H: -3.91755 -1.88462 3.72724
H: -2.82048 -1.37138 5.99352
H: -1.56278 -2.57540 5.56794
H: -3.61962 -3.24073 6.81903
H: -1.84497 -4.88280 5.66746
H: -2.97454 -4.85631 4.36240
H: -3.46455 -6.69048 5.62026
H: -4.73823 -5.43789 5.80442
H: -4.22748 -6.48462 9.19921
H: -4.51695 -7.58843 7.80583
H: -5.42980 -6.06933 7.99405
C: -4.15290 2.03004 -4.19393
O: -5.49265 2.29379 -3.85206
C: -6.22610 2.55216 -5.08154
C: -7.65196 2.87652 -4.69721
N: -7.85565 4.10633 -3.94313
C: -7.79777 3.90232 -2.45749
C: -7.31123 5.20106 -1.72869
O: -8.33898 6.14526 -1.84200
C: -7.92496 7.45395 -1.94601
H: -3.57645 1.79244 -3.29630
H: -3.53063 2.82087 -4.82185
H: -4.08717 1.08275 -4.78543
H: -6.14794 1.58247 -5.60720
H: -5.63835 3.24808 -5.72198
H: -8.03179 2.04769 -4.11384
H: -8.26631 2.86065 -5.60864
H: -8.60612 4.74524 -4.15180
H: -7.15802 3.11339 -2.20558
H: -8.80138 3.62611 -2.10163
H: -6.37339 5.64362 -2.12077
H: -7.13447 4.87567 -0.74575
H: -7.29669 7.64346 -2.85842
H: -7.43622 7.81742 -0.96802
H: -8.71773 8.15362 -1.95573
C: -1.39694 0.40486 -1.82265
O: -0.49956 0.63694 -0.78394
C: 0.59280 -0.25133 -0.89819
C: 1.54225 0.17374 0.26760
N: 2.07593 1.48885 0.23230
C: 3.15237 1.51247 -0.75071
C: 4.08124 2.69520 -0.60124
O: 3.47337 3.89826 -1.08793
C: 4.33400 4.99330 -0.86152
H: -1.11442 0.84642 -2.80758
H: -2.36721 0.74299 -1.57856
H: -1.49628 -0.65269 -2.04234
H: 1.05733 -0.17190 -1.89610
H: 0.24390 -1.21264 -0.66873
H: 2.35173 -0.50134 0.18542
H: 0.99333 -0.00828 1.21560
H: 1.34676 2.15144 0.02026
H: 2.89189 1.33806 -1.81527
H: 3.83351 0.66738 -0.44851
H: 4.97479 2.42472 -1.16455
H: 4.27220 2.91244 0.43702
H: 4.45955 5.14237 0.23955
H: 3.88631 5.87097 -1.28029
H: 5.28995 4.69467 -1.32750
C: 7.67344 2.25483 0.73229
O: 7.95683 0.93692 0.26901
C: 8.91044 0.28027 1.04949
C: 9.18504 -1.13877 0.47082
N: 9.72912 -1.21570 -0.88105
C: 10.11885 -2.62138 -1.20701
C: 10.30671 -2.69951 -2.69737
O: 9.10412 -2.20008 -3.28236
C: 8.78125 -2.81572 -4.48619
H: 6.69868 2.49723 0.22465
H: 8.49532 2.89150 0.49096
H: 7.46998 2.29041 1.76866
H: 8.36971 0.08529 1.97178
H: 9.78690 0.86122 1.21246
H: 8.21764 -1.68812 0.55302
H: 9.91431 -1.59557 1.13316
H: 9.06071 -0.94203 -1.58918
H: 9.39097 -3.32939 -0.79233
H: 11.09864 -2.88300 -0.67720
H: 10.46345 -3.74846 -3.02388
H: 11.18352 -2.09654 -3.08588
H: 8.15060 -2.20377 -5.09378
H: 8.23276 -3.78156 -4.38702
H: 9.67685 -3.01770 -5.09575


(3)
Density functional theory data (ωB97M-V/def2-TZVPD) for a structure of composition C4H8N2O.

The calculation puts the LUMO energy at 0.4 eV. Its HOMO-LUMO gap is 8.99 eV. The value obtained for the total energy is -341.904802 hartree. The value obtained for the HOMO energy is -0.315 Eh. Its energy relative to the best compared isomer or geometry (same formula, charge and spin) is 259.5 kJ/mol. The net charge is 0.

Geometry (Å):
H: 0.26535 1.96727 1.63114
O: 0.02249 3.01135 2.23261
N: 0.26323 0.85340 0.85869
H: -0.90015 3.00725 2.00857
C: -0.64249 -0.11400 0.68568
C: 1.30975 0.71200 0.00073
C: -0.14852 -0.79907 -0.47108
N: 1.08673 -0.34071 -0.78093
H: 1.64218 -0.70080 -1.48347
H: 2.00741 1.49645 -0.06294
H: -1.50180 -0.50673 1.13249
C: -0.64101 -1.92447 -1.21384
H: -0.05719 -2.66964 -1.74728
H: -1.43773 -2.48020 -0.77229
H: -1.26825 -1.51208 -2.01807


Q: HOMO of number 1 (C4H17HfNP)?
A: -0.477 Eh


Q: The highest HOMO belongs to which entry?
A: C87H219N13O29


Q: Which value of HOMO does entry 3 give?
A: -0.315 Eh